No. 1
Computed, not measured: an isolated ion of composition C12H17N2O and charge +1, with the ωB97M-V functional and the def2-TZVPD basis.

Summary:
Energy above the lowest of the compared OMol25 structures with the same formula, charge and spin ... 0.000 eV
Charge ... +1
Kohn-Sham gap ... 10.25 eV
E_LUMO ... -2.5468 eV

Structure (XYZ):
```
32
Properties=species:S:1:pos:R:3:forces:R:3
C -2.09100 -1.89570 2.00569 -0.1634 -0.2814 0.5075
N -1.20036 -1.43068 0.96684 0.1198 0.2744 -0.4453
C 0.02593 -1.87487 0.77544 -0.1452 0.0049 -0.0623
C 0.56837 -2.94377 1.65136 0.0733 -0.1253 0.1395
N 0.77592 -1.40343 -0.19147 0.4877 -0.0811 -0.2126
C 0.44096 -0.37625 -1.15866 -0.0425 0.0521 0.0737
C 1.72887 -0.16503 -1.99360 -0.4538 -0.0880 0.1276
C 1.63535 0.84414 -3.08010 0.3301 0.1002 -0.1959
O 2.71000 -0.79848 -1.70490 0.2413 -0.0339 -0.0598
C 0.02239 0.92512 -0.50712 -0.1093 0.0616 -0.0236
C 0.83538 1.49881 0.46515 -0.0736 -0.0251 -0.0886
C 0.46650 2.69201 1.05993 0.0715 -0.0325 0.0197
C -0.71105 3.32053 0.68712 -0.0617 0.0180 -0.0368
C -1.52159 2.75383 -0.28211 -0.0516 0.0893 0.0391
C -1.15911 1.55725 -0.87787 0.1473 -0.1177 -0.0112
H -2.19054 -2.98050 1.97333 -0.0579 0.0530 -0.0182
H -1.72852 -1.60736 2.99412 -0.0489 0.0174 -0.0342
H -3.07072 -1.45272 1.85339 0.0343 -0.0058 -0.0350
H -1.51774 -0.64778 0.40762 0.1045 -0.0547 0.0521
H -0.02716 -3.85071 1.55137 -0.0346 -0.0178 -0.0351
H 1.59831 -3.17645 1.39829 0.0134 0.0237 -0.0280
H 0.52017 -2.63720 2.69525 0.0012 0.0345 0.0363
H 1.74127 -1.72669 -0.32148 -0.2657 -0.0456 0.1663
H -0.34843 -0.73424 -1.83253 0.0536 0.0499 0.0408
H 1.70952 1.83890 -2.63972 -0.0445 0.0697 0.0343
H 0.68411 0.78283 -3.60160 -0.1173 -0.0054 -0.0224
H 2.45964 0.71817 -3.77718 -0.0025 -0.0299 -0.0028
H 1.75995 1.01619 0.74627 0.1349 -0.0557 0.0637
H 1.10342 3.13491 1.80916 0.0631 0.0558 0.0818
H -0.99322 4.25384 1.14754 -0.0350 0.0976 0.0537
H -2.43636 3.24228 -0.57862 -0.0952 0.0622 -0.0217
H -1.79024 1.12308 -1.64090 -0.0735 -0.0643 -0.1026
```
Positions in Å, forces in eV/Å.

=====

No. 2
Computed, not measured: one molecule with the formula C16H24N2O4S at a distorted geometry, with the ωB97M-V functional and the def2-TZVPD basis.

Summary:
Energy above the lowest of the compared OMol25 structures with the same formula, charge and spin ... 0.764 eV
Charge ... 0
Kohn-Sham gap ... 9.84 eV
E_LUMO ... 0.4183 eV

Structure (XYZ):
```
47
Properties=species:S:1:pos:R:3:forces:R:3
C 3.92063 2.14937 1.93243 -0.2057 -0.2028 -0.1594
C 2.82308 1.30128 1.29769 -0.2542 0.4566 0.3564
N 3.33374 0.47895 0.22816 -0.5336 0.0135 -1.0111
C 4.17932 -0.65296 0.54984 0.5401 -0.3272 -0.2108
C 5.56544 -0.49072 -0.06271 -0.1702 -0.1373 0.1239
S 2.41552 0.31164 -1.13791 -0.1015 0.1139 0.2156
O 3.25555 -0.19240 -2.18142 0.0443 -0.3578 0.1846
O 1.70826 1.54312 -1.34580 -0.0776 -0.0862 0.2504
C 1.20285 -0.94969 -0.72819 0.5193 0.4182 -0.2626
C 1.39671 -2.26584 -1.10154 0.0995 -0.0503 -0.0727
C 0.46404 -3.21906 -0.72038 -0.0010 0.0662 0.0099
C -0.65202 -2.84060 0.00485 -0.0741 0.0830 0.0617
C -0.86175 -1.50644 0.34751 0.2840 -0.1632 -0.0540
C -2.11605 -1.16193 1.09285 0.1799 0.0998 -0.0342
O -2.66293 -1.94974 1.83725 -0.0586 -0.2240 0.0145
N -2.57932 0.08463 0.84958 -0.0232 0.3796 -0.1833
C -3.85407 0.54904 1.33406 -0.5561 0.0145 -0.0053
C -4.81889 0.95802 0.20265 0.2165 0.2278 0.4623
C -4.21275 1.99122 -0.76564 -0.2162 -0.1521 0.0636
C -3.73794 1.15240 -1.96217 -0.0917 -0.1507 -0.0077
C -4.32238 -0.24833 -1.69542 0.1959 -0.2102 -0.3833
O -5.20887 -0.13368 -0.60070 -0.1021 -0.0436 0.1505
C 0.09096 -0.55892 -0.01060 -0.2687 -0.0233 0.1218
H 4.40700 2.74990 1.16923 0.0714 0.0859 -0.0577
H 4.66743 1.52310 2.41373 0.1236 -0.0241 0.0868
H 3.48761 2.80950 2.67948 0.0014 0.0468 0.1101
H 2.33039 0.68461 2.06535 0.0016 0.0526 -0.1010
H 2.08218 1.95564 0.83684 -0.0145 0.0117 0.2567
H 3.71413 -1.56591 0.16137 0.0847 -0.0604 0.2080
H 4.24549 -0.74580 1.63723 -0.1324 0.0077 -0.0695
H 5.46651 -0.39823 -1.14020 0.0831 -0.0038 -0.0577
H 6.18121 -1.35601 0.16992 0.1284 -0.0792 0.0076
H 6.04752 0.40342 0.32251 0.0803 0.0933 0.0469
H 2.26180 -2.51837 -1.69453 0.0823 -0.0921 -0.0620
H 0.60591 -4.25342 -0.99386 0.0077 -0.0769 -0.0386
H -1.38880 -3.56743 0.31269 -0.0554 -0.0526 0.0326
H -2.10382 0.66373 0.17677 0.0608 -0.1527 0.0069
H -4.29210 -0.27660 1.90027 0.0391 0.1713 -0.0111
H -3.71241 1.40782 2.00067 -0.0797 -0.0658 0.0065
H -5.73203 1.32984 0.68024 0.1369 0.0191 -0.0223
H -4.98485 2.69295 -1.07800 0.0547 0.0354 0.0333
H -3.40875 2.55939 -0.30112 0.0200 0.1037 0.0179
H -2.65114 1.11422 -2.03480 0.0247 0.0112 -0.0480
H -4.11861 1.55888 -2.89710 0.0726 0.0161 -0.0129
H -4.90548 -0.62955 -2.53669 0.0980 0.0122 0.0319
H -3.52931 -0.97411 -1.47008 -0.1021 0.0810 -0.0580
H 0.00098 0.48308 0.25566 -0.1324 0.1152 0.0628
```
Positions in Å, forces in eV/Å.